Entry 1:
ORCA calculation (ωB97M-V with the def2-TZVPD basis set) on an isolated molecule of C5H7NS.

Values from the calculation:
- Total charge: 0
- Structure (SMILES): S=CN1CC=CC1

Cartesian coordinates (Å):
S: 0.681 1.839 1.516
C: 0.239 0.231 1.261
N: -0.282 -0.342 0.174
C: -0.053 0.415 -1.043
C: -0.197 -0.587 -2.068
C: -0.577 -1.771 -1.587
C: -0.679 -1.744 -0.082
H: 0.029 -0.362 2.319
H: 1.083 0.435 -0.998
H: -0.427 1.445 -1.141
H: 0.151 -0.566 -3.223
H: -0.488 -2.856 -2.034
H: -1.744 -1.941 0.245
H: 0.071 -2.457 0.470

Atomic forces in eV per Å
0.1 -1.5 -0.7
-2.1 -0.4 4.1
-0.1 1.1 0.9
3.3 0.2 0.0
-0.4 -2.5 -4.7
1.2 -2.7 -0.1
0.1 -0.3 1.2
0.9 0.9 -3.0
-0.9 1.3 -0.4
-0.3 -0.7 0.3
-1.0 0.6 3.0
-0.5 2.7 0.3
1.2 0.1 0.0
-1.5 1.2 -1.1



Entry 2:
ORCA calculation (ωB97M-V with the def2-TZVPD basis set) on an isolated molecule of C22H27FN4OS.

Values from the calculation:
- Total charge: 0
- Structure (SMILES): CSc1ncccc1C(=O)N1CCC[C@@H](N2CCN(c3ccccc3F)CC2)C1

Cartesian coordinates (Å):
C: 3.127 1.942 -4.494
S: 2.792 0.782 -3.142
C: 3.137 -0.739 -3.949
N: 3.458 -0.680 -5.228
C: 3.728 -1.808 -5.865
C: 3.692 -3.049 -5.255
C: 3.354 -3.108 -3.908
C: 3.054 -1.940 -3.229
C: 2.800 -1.929 -1.750
O: 3.731 -1.936 -0.968
N: 1.507 -1.933 -1.364
C: 0.366 -1.908 -2.246
C: -0.422 -0.611 -2.060
C: -0.815 -0.434 -0.596
C: 0.450 -0.462 0.281
N: 0.288 -0.262 1.703
C: -0.739 -0.985 2.413
C: -2.086 -0.244 2.524
N: -1.859 1.070 3.085
C: -2.884 1.712 3.758
C: -4.216 1.286 3.697
C: -5.213 1.901 4.431
C: -4.927 2.976 5.253
C: -3.619 3.423 5.340
C: -2.631 2.793 4.615
F: -1.360 3.251 4.776
C: -0.914 1.834 2.292
C: 0.417 1.077 2.229
C: 1.175 -1.800 0.036
H: 4.163 1.836 -4.799
H: 2.938 2.936 -4.103
H: 2.466 1.718 -5.325
H: 3.986 -1.694 -6.909
H: 3.926 -3.944 -5.809
H: 3.325 -4.053 -3.384
H: 0.697 -2.010 -3.281
H: -0.276 -2.765 -2.003
H: -1.312 -0.635 -2.692
H: 0.201 0.229 -2.373
H: -1.340 0.515 -0.475
H: -1.488 -1.242 -0.301
H: 1.122 0.328 -0.074
H: -0.898 -1.957 1.948
H: -0.369 -1.151 3.432
H: -2.729 -0.813 3.197
H: -2.571 -0.180 1.538
H: -4.481 0.466 3.049
H: -6.227 1.540 4.349
H: -5.704 3.460 5.822
H: -3.346 4.248 5.979
H: -0.751 2.814 2.732
H: -1.311 1.978 1.273
H: 1.137 1.636 1.632
H: 0.806 0.992 3.251
H: 2.102 -1.830 0.609
H: 0.540 -2.641 0.335

Atomic forces in eV per Å
-0.1 -0.4 0.2
0.1 0.4 0.1
-0.1 -0.1 0.0
0.0 0.3 0.0
0.1 -0.4 -0.1
0.0 0.0 0.1
-0.1 0.2 0.0
0.3 0.1 -0.3
0.0 -0.2 -0.1
0.3 0.0 0.1
-0.2 -0.1 0.1
-0.3 0.2 -0.4
-0.1 -0.2 0.1
0.3 0.3 -0.1
-0.1 -0.4 -0.2
0.1 0.1 0.1
-0.2 0.0 0.0
0.2 -0.2 0.0
0.3 -0.2 0.1
-0.3 0.2 0.2
0.2 0.0 -0.1
-0.1 0.1 0.1
0.0 -0.1 0.0
0.1 0.0 -0.1
0.0 0.1 0.0
-0.1 -0.2 -0.1
0.3 0.1 -0.1
-0.2 0.2 0.0
0.3 0.3 0.4
0.0 0.1 -0.1
0.0 0.1 0.1
0.0 0.1 -0.1
0.0 -0.1 -0.1
0.0 -0.1 -0.1
0.0 -0.1 0.1
-0.1 -0.1 0.1
0.0 0.0 -0.1
0.0 0.0 -0.1
-0.1 0.0 -0.1
-0.1 0.0 0.1
-0.1 0.0 0.1
0.0 0.0 0.0
0.0 -0.1 0.0
-0.1 -0.1 0.0
0.0 0.0 -0.1
0.0 0.0 0.0
0.0 -0.1 -0.1
-0.1 0.0 0.0
-0.1 0.0 0.1
0.1 0.1 0.1
-0.1 0.0 0.0
0.0 0.0 0.0
0.0 0.0 0.0
0.0 0.1 0.0
-0.2 0.0 0.0
0.0 0.0 0.0



no.,HOMO-LUMO gap (eV)
1,8.8
2,8.3